Run i
# C5H6OS

C5H6OS in the gas phase (ωB97M-V with the def2-TZVPD basis set, the OMol25 dataset).

```
! wB97M-V def2-TZVPD RIJCOSX def2/J DEFGRID3
* xyz 0 1
S 1.44 0.12 1.25
O -0.25 0.99 -2.15
C -1.19 -1.40 0.49
C 0.25 -0.96 0.44
C -0.10 0.79 -0.97
C 1.16 1.29 -0.17
C -0.86 -0.01 0.04
H -1.07 0.68 0.89
H -1.73 -1.47 1.41
H 2.00 1.28 -0.83
H 0.74 -1.42 -0.46
H -1.41 -2.22 -0.18
H 1.01 2.33 0.23
*
```

Values from the calculation:
- HOMO-LUMO gap (hartree) = 0.35618
- SMILES = O=C1CS[C@H]2C[C@H]12


Run ii
# C5H6OS

A molecular structure, C5H6OS (ωB97M-V with the def2-TZVPD basis set, the OMol25 dataset).

```
! wB97M-V def2-TZVPD RIJCOSX def2/J DEFGRID3
* xyz 0 1
S 2.05 -0.01 -0.21
O -0.23 -0.03 1.23
C -1.81 0.74 -0.35
C -0.41 0.96 0.17
C -2.02 -0.61 -0.32
C 0.36 -0.11 -0.65
C -0.59 -0.95 0.21
H -2.58 1.51 -0.53
H 1.44 0.21 1.14
H 0.07 -0.27 -1.66
H -2.71 -1.35 -0.50
H -0.14 -1.94 0.34
H -0.18 2.01 0.29
*
```

Values from the calculation:
- HOMO-LUMO gap (hartree) = 0.35389


Winner for stability: run i


Run i
# C3H6N2S

C3H6N2S in the gas phase (ωB97M-V with the def2-TZVPD basis set, the OMol25 dataset).

```
! wB97M-V def2-TZVPD RIJCOSX def2/J DEFGRID3
* xyz 0 1
S -1.33 1.89 1.70
N -0.16 -0.08 0.33
N 0.00 0.46 -2.08
C -0.41 0.65 -0.89
C 0.85 -1.24 0.14
C -0.38 0.55 1.54
H 1.08 -1.75 1.15
H -0.09 -0.02 2.46
H 0.40 -2.06 -0.50
H 1.84 -1.17 -0.35
H -0.69 1.22 -2.68
H -1.10 1.54 -0.82
*
```

Values from the calculation:
- HOMO-LUMO gap (hartree) = 0.31640
- SMILES = [H]/N=C/N(C)C=S


Run ii
# C3H6N2S

C3H6N2S in the gas phase (ωB97M-V with the def2-TZVPD basis set, the OMol25 dataset).

```
! wB97M-V def2-TZVPD RIJCOSX def2/J DEFGRID3
* xyz 0 1
S -2.22 1.42 -0.12
N -1.15 -0.10 -1.97
N 0.04 -0.22 -0.03
C -1.04 0.40 -0.72
C 1.66 -0.25 1.66
C 0.50 0.19 1.19
H 2.29 -0.90 1.07
H -1.98 0.18 -2.44
H -0.54 -0.80 -2.42
H -0.20 0.78 1.77
H 0.73 -0.67 -0.64
H 1.92 -0.04 2.65
*
```

Values from the calculation:
- HOMO-LUMO gap (hartree) = 0.33701
- SMILES = C=CNC(N)=S


Winner for stability: run ii


Run i
# C3H6N2S

C3H6N2S in the gas phase (ωB97M-V with the def2-TZVPD basis set, the OMol25 dataset).

```
! wB97M-V def2-TZVPD RIJCOSX def2/J DEFGRID3
* xyz 0 1
S 3.36 0.01 -0.08
N -1.20 -0.42 -0.42
N -0.34 -1.38 -0.04
C 0.90 -1.16 0.12
C -1.22 0.92 0.16
C 1.73 -0.04 -0.24
H -2.22 1.37 0.06
H -0.94 0.99 1.25
H -2.15 -0.83 -0.54
H 1.21 0.87 -0.60
H 1.40 -1.97 0.72
H -0.54 1.64 -0.41
*
```

Values from the calculation:
- HOMO-LUMO gap (hartree) = 0.28092
- SMILES = CN/N=C\C=S


Run ii
# C3H6N2S

C3H6N2S in the gas phase (ωB97M-V with the def2-TZVPD basis set, the OMol25 dataset).

```
! wB97M-V def2-TZVPD RIJCOSX def2/J DEFGRID3
* xyz 0 1
S -1.94 -0.60 -1.78
N 0.49 -2.24 -0.61
N -0.08 0.11 0.05
C 0.71 -1.10 -0.07
C 0.50 1.18 0.90
C -1.18 0.39 -0.69
H 1.70 -1.01 0.41
H 0.54 2.11 0.34
H 1.49 0.84 1.21
H -0.45 -2.30 -0.96
H -0.16 1.26 1.77
H -1.62 1.38 -0.57
*
```

Values from the calculation:
- HOMO-LUMO gap (hartree) = 0.31756
- SMILES = [H]/N=C\N(C)C=S


Run iii
# C3H6N2S

C3H6N2S in the gas phase (ωB97M-V with the def2-TZVPD basis set, the OMol25 dataset).

```
! wB97M-V def2-TZVPD RIJCOSX def2/J DEFGRID3
* xyz 0 1
S 2.10 -0.30 0.06
N -0.83 -1.42 -0.10
N -0.34 0.90 -0.08
C -2.65 0.17 0.12
C -1.24 -0.25 -0.05
C 1.05 0.95 -0.04
H -0.84 1.78 -0.10
H -2.99 0.77 -0.78
H -3.22 -0.75 0.18
H 0.20 -1.34 -0.10
H 1.39 1.99 -0.07
H -2.85 0.74 1.01
*
```

Values from the calculation:
- HOMO-LUMO gap (hartree) = 0.32883
- SMILES = [H]/N=C(/C)NC=S


Winner for stability: run iii


Run i
# C3H6N2S

C3H6N2S in the gas phase (ωB97M-V with the def2-TZVPD basis set, the OMol25 dataset).

```
! wB97M-V def2-TZVPD RIJCOSX def2/J DEFGRID3
* xyz 0 1
S -1.14 2.64 0.56
N 1.14 -0.54 -1.04
N 1.10 0.73 -0.50
C -0.02 -1.27 -0.59
C -0.81 -0.26 0.34
C 0.10 1.02 0.46
H 0.24 -2.20 -0.08
H -0.58 -1.63 -1.46
H -1.78 0.09 0.02
H 0.63 1.03 1.51
H 2.10 1.02 -0.59
H -0.98 -0.63 1.37
*
```

Values from the calculation:
- HOMO-LUMO gap (spin up / spin down) (hartree) = 0.17490 / 0.17552


Run ii
# C3H6N2S

2 unconnected molecules or ions with the total composition C3H6N2S (ωB97M-V with the def2-TZVPD basis set, the OMol25 dataset).

```
! wB97M-V def2-TZVPD RIJCOSX def2/J DEFGRID3
* xyz 0 1
S 1.07 0.98 -0.94
N -0.34 0.05 0.98
N -0.32 1.12 0.17
C 1.70 -0.39 0.01
C 0.71 -0.62 1.10
C -2.04 0.51 -0.70
H -1.36 0.03 -1.34
H 2.71 -0.18 0.41
H -2.62 1.33 -0.94
H 0.90 -1.37 1.87
H 1.83 -1.30 -0.71
H -2.24 -0.16 0.08
*
```

Values from the calculation:
- HOMO-LUMO gap (spin up / spin down) (hartree) = 0.30214 / 0.30212


Winner for stability: run ii


Run i
# C6H9N2

A gas-phase ion, C6H9N2 (charge +1) (ωB97M-V with the def2-TZVPD basis set, the OMol25 dataset).

```
! wB97M-V def2-TZVPD RIJCOSX def2/J DEFGRID3
* xyz 1 1
N -3.71 0.45 0.76
N -2.87 -0.05 0.07
C -1.79 -0.30 -0.31
C 2.12 1.49 0.26
C -0.70 -1.06 -0.83
C 0.53 -0.48 -0.17
C 1.28 -1.44 0.44
C 0.94 0.84 -0.30
H -4.54 0.91 0.59
H -1.01 -2.06 -0.52
H 2.39 2.35 -0.27
H 0.90 -2.49 0.36
H 0.29 1.52 -0.93
H 1.83 1.92 1.20
H -0.56 -1.18 -1.97
H 1.91 -1.29 1.28
H 2.98 0.88 0.35
*
```

Values from the calculation:
- HOMO-LUMO gap (spin up / spin down) (hartree) = 0.18671 / 0.16964


Run ii
# C6H9N2

A gas-phase ion, C6H9N2 (charge +1) (ωB97M-V with the def2-TZVPD basis set, the OMol25 dataset).

```
! wB97M-V def2-TZVPD RIJCOSX def2/J DEFGRID3
* xyz 1 1
N -2.59 0.31 -0.06
N -0.50 -0.01 0.55
C 1.49 -0.47 -0.85
C -1.28 -0.18 1.65
C 1.02 0.60 -1.65
C 0.93 -0.16 0.58
C -1.32 0.35 -0.46
C -2.59 -0.07 1.28
H 1.24 0.83 1.14
H 2.54 -0.39 -0.62
H -3.42 0.57 -0.53
H 1.36 -0.83 1.33
H -0.93 -0.39 2.68
H 0.96 1.67 -1.26
H 1.14 -1.57 -0.97
H -3.57 -0.21 1.73
H 0.62 0.36 -2.62
*
```

Values from the calculation:
- HOMO-LUMO gap (spin up / spin down) (hartree) = 0.27966 / 0.27970


Winner for stability: run ii


Run i
# C3H10NS

2 unconnected molecules or ions with the total composition C3H10NS (ωB97M-V with the def2-TZVPD basis set, the OMol25 dataset).

```
! wB97M-V def2-TZVPD RIJCOSX def2/J DEFGRID3
* xyz -1 1
S 2.49 2.32 0.79
N -1.42 0.04 -0.94
C -1.30 -1.42 -0.89
C 3.04 0.60 0.65
C -1.89 0.61 0.30
H 3.35 0.36 -0.37
H 2.26 -0.10 0.96
H -0.49 0.39 -1.14
H -0.35 -1.73 -0.45
H -1.40 -1.87 -1.88
H -2.10 -1.82 -0.26
H -2.71 0.00 0.69
H 3.89 0.30 1.28
H -2.24 1.64 0.16
H -1.13 0.67 1.09
*
```

Values from the calculation:
- HOMO-LUMO gap (hartree) = 0.21462


Run ii
# C3H10NS

2 unconnected molecules or ions with the total composition C3H10NS (ωB97M-V with the def2-TZVPD basis set, the OMol25 dataset).

```
! wB97M-V def2-TZVPD RIJCOSX def2/J DEFGRID3
* xyz -1 1
S -2.02 -0.03 -0.53
N 0.82 -1.85 -0.11
C -0.31 1.70 0.89
C -1.77 1.21 0.85
C 1.58 -1.35 -1.24
H 0.52 -2.77 -0.37
H 0.29 0.96 1.45
H -1.96 0.76 1.82
H -0.02 -1.29 0.11
H 2.66 -1.53 -1.14
H 1.42 -0.28 -1.38
H -0.23 2.65 1.41
H 0.15 1.63 -0.10
H 1.37 -1.78 -2.23
H -2.49 1.97 0.57
*
```

Values from the calculation:
- HOMO-LUMO gap (hartree) = 0.24489


Winner for stability: run ii